--- P ---
# C4H5NO2

One molecule with the formula C4H5NO2 (ωB97M-V/def2-TZVPD, the Open Molecules 2025 dataset).

Properties
HOMO energy: -8.96 eV

Last column: Mulliken charge in e.
Geometry (Å):
1 C -0.612 -1.134 -0.510  0.7928
2 C 0.163 2.101 -0.973  -0.6204
3 O -1.208 -2.129 -0.845  -0.5447
4 N 0.726 -1.582 1.341  -0.1923
5 H 0.260 1.988 -2.047  0.2521
6 H 0.598 2.972 -0.496  0.2514
7 C -0.468 1.191 -0.251  -0.0355
8 O -1.093 0.099 -0.835  -0.3287
9 H 1.604 -1.741 1.821  0.2632
10 H -0.105 -1.853 1.867  0.2271
11 C 0.734 -1.175 0.102  -0.4459
12 H -0.597 1.264 0.828  0.3809

***

--- Q ---
# C4H5NO2

One molecule with the formula C4H5NO2 (ωB97M-V/def2-TZVPD, the Open Molecules 2025 dataset).

Properties
HOMO energy (spin up / spin down): -9.31 / -9.31 eV

Last column: Mulliken charge in e.
Geometry (Å):
1 O -0.523 -1.110 -1.706  -0.4253
2 O -1.653 1.722 -0.486  -0.5397
3 H 1.343 1.072 0.788  0.3044
4 C 0.147 -0.732 1.131  -0.1716
5 H -0.045 -1.712 0.672  0.2346
6 C -1.038 0.761 -0.068  0.5549
7 H -0.146 0.837 -2.175  0.3653
8 H 0.458 -0.885 2.176  0.3346
9 H 1.719 -0.271 -0.429  0.3545
10 N -0.978 0.167 1.115  -0.4976
11 C 1.091 0.098 0.378  -0.5539
12 C -0.371 0.050 -1.432  0.0398

***

--- R ---
# C4H5NO2

One molecule with the formula C4H5NO2 (ωB97M-V/def2-TZVPD, the Open Molecules 2025 dataset).

Properties
HOMO energy: -10.23 eV

Last column: Mulliken charge in e.
Geometry (Å):
1 C 0.868 1.094 1.353  0.0683
2 O 2.019 1.302 1.632  -0.4663
3 H -1.080 0.309 -2.074  0.3103
4 O -2.692 -0.478 -1.129  -0.4570
5 N 0.456 0.634 0.099  -0.2528
6 C -1.530 -0.160 -1.173  -0.2714
7 C -0.565 -0.383 -0.050  0.2501
8 H 0.034 1.270 2.055  0.3474
9 C 0.875 -0.652 -0.382  -0.5008
10 H 1.206 -0.698 -1.416  0.2346
11 H -0.986 -0.834 0.848  0.4740
12 H 1.426 -1.282 0.313  0.2637

***

--- S ---
# C4H5NO2

One molecule with the formula C4H5NO2 (ωB97M-V/def2-TZVPD, the Open Molecules 2025 dataset).

Properties
HOMO energy: -8.78 eV

Last column: Mulliken charge in e.
Geometry (Å):
1 C 0.270 2.248 0.600  -0.0426
2 C 0.196 1.778 -0.670  -0.7582
3 C 0.082 0.379 -0.350  0.5267
4 O -0.303 -0.584 -1.191  -0.3307
5 H -0.789 -2.512 -1.489  0.2249
6 H 0.414 -2.270 -0.187  0.3026
7 H 1.205 0.131 0.123  0.3744
8 C -0.505 -1.885 -0.644  -0.6240
9 N 0.138 0.083 1.055  -0.2207
10 H -1.301 -1.871 0.106  0.2943
11 H 0.338 3.237 1.037  0.4173
12 O 0.255 1.266 1.610  -0.1639

***

Most stable: R (next structure +24.1 kcal/mol)

***

--- P ---
# C4H5NO2

One molecule with the formula C4H5NO2 (ωB97M-V/def2-TZVPD, the Open Molecules 2025 dataset).

Properties
HOMO energy: -10.05 eV

Last column: Mulliken charge in e.
Geometry (Å):
1 H 0.659 1.683 -0.121  0.2762
2 O -1.415 -0.125 -1.381  -0.5357
3 C -0.474 -0.526 -0.737  0.5989
4 C 0.655 0.916 0.640  -0.5805
5 H -1.799 1.056 0.857  0.2455
6 C -0.810 0.784 1.281  -0.2378
7 C 0.587 -1.445 -1.348  -0.0343
8 N -0.172 -0.266 0.588  -0.1282
9 H -0.800 0.821 2.360  0.2265
10 O 1.645 -1.694 -0.831  -0.4380
11 H 0.257 -1.872 -2.308  0.3662
12 H 1.669 0.668 0.999  0.2412

***

--- Q ---
# C4H5NO2

One molecule with the formula C4H5NO2 (ωB97M-V/def2-TZVPD, the Open Molecules 2025 dataset).

Properties
HOMO energy: -9.95 eV

Last column: Mulliken charge in e.
Geometry (Å):
1 H -2.278 -1.198 -0.097  0.2447
2 H -0.659 1.485 -0.507  0.2366
3 O 1.332 -1.805 -0.031  -0.5305
4 H -1.836 1.144 0.875  0.2381
5 C -1.153 0.749 0.123  -0.3343
6 C 0.931 -0.693 0.255  0.4571
7 H 2.929 0.055 -0.023  0.3566
8 C 1.941 0.450 0.278  0.0890
9 N -0.382 -0.404 0.527  -0.1752
10 C -1.427 -0.614 -0.433  -0.3623
11 H -1.087 -0.779 -1.454  0.2325
12 O 1.689 1.610 0.488  -0.4524

***

Most stable: Q (next structure +22.3 kcal/mol)

***

--- P ---
# C4H5NO2

One molecule with the formula C4H5NO2 (ωB97M-V/def2-TZVPD, the Open Molecules 2025 dataset).

Properties
HOMO energy: -9.57 eV

Last column: Mulliken charge in e.
Geometry (Å):
1 H -0.072 -0.236 1.449  0.1797
2 N -2.389 -0.692 -0.020  -0.3007
3 H 3.076 -0.003 -0.666  0.2773
4 C -2.194 0.594 -0.103  0.0087
5 H 2.390 0.337 1.132  0.2289
6 O -1.060 -1.274 -0.078  -0.2516
7 H 0.910 -0.581 -1.400  0.2724
8 C -0.193 -0.180 0.292  0.3935
9 C 2.281 -0.028 0.065  -0.6954
10 H -2.944 1.316 -0.130  0.4416
11 O -0.887 0.974 -0.149  -0.2798
12 C 1.081 -0.225 -0.394  -0.2747

***

--- Q ---
# C4H5NO2

One molecule with the formula C4H5NO2 (ωB97M-V/def2-TZVPD, the Open Molecules 2025 dataset).

Properties
HOMO energy: -7.69 eV

Last column: Mulliken charge in e.
Geometry (Å):
1 H 1.180 2.392 0.062  0.4451
2 O 2.620 -0.191 0.218  -0.5325
3 C -0.900 -0.006 -0.078  0.2800
4 H -2.390 -1.322 -0.452  0.2155
5 O -0.586 1.298 -0.173  -0.3693
6 H 0.246 -1.742 0.615  0.3815
7 C 1.305 0.157 0.137  0.6033
8 H 2.679 -1.090 -0.133  0.3301
9 C 0.783 1.396 0.000  -0.6181
10 C 0.206 -0.761 0.182  -0.4858
11 N -2.199 -0.336 -0.396  -0.4818
12 H -2.942 0.206 0.018  0.2319

***

Most stable: Q (next structure +48.7 kcal/mol)

***

--- P ---
# C4H5NO2

One molecule with the formula C4H5NO2 (ωB97M-V/def2-TZVPD, the Open Molecules 2025 dataset).

Properties
HOMO energy: -8.57 eV

Last column: Mulliken charge in e.
Geometry (Å):
1 C 0.306 -0.730 0.977  -1.2907
2 H -1.396 -2.400 -0.293  0.3102
3 H -0.604 -0.843 1.574  0.3592
4 O 0.130 3.807 -0.077  -0.3485
5 H 0.750 0.166 1.228  0.4025
6 H 0.902 -1.624 1.183  0.3134
7 O -1.051 -1.644 -0.912  -0.5203
8 C -0.010 -0.769 -0.520  0.5497
9 N 0.463 1.575 -0.778  -0.2045
10 C 0.203 2.706 -0.449  0.8367
11 H 0.887 -0.942 -1.171  0.2507
12 C -0.580 0.698 -0.762  -0.6584

***

--- Q ---
# C4H5NO2

One molecule with the formula C4H5NO2 (ωB97M-V/def2-TZVPD, the Open Molecules 2025 dataset).

Properties
HOMO energy: -9.80 eV

Last column: Mulliken charge in e.
Geometry (Å):
1 O 1.177 -0.204 -1.520  -0.4944
2 H 2.966 0.239 0.270  0.3651
3 C -1.657 -1.328 -0.096  -0.3161
4 H -0.478 1.469 0.743  0.2806
5 H -1.657 -2.394 0.122  0.2612
6 H -2.385 -0.955 -0.825  0.2355
7 C 0.889 0.376 -0.501  0.5001
8 H -1.195 1.048 -0.860  0.4235
9 C 1.959 0.582 0.573  -0.0143
10 N -0.803 -0.603 0.489  -0.3761
11 C -0.529 0.716 -0.048  -0.4199
12 O 1.713 1.056 1.652  -0.4453

***

--- R ---
# C4H5NO2

C4H5NO2 as an isolated structure (ωB97M-V/def2-TZVPD, the Open Molecules 2025 dataset).

Properties
HOMO energy: -8.80 eV

Last column: Mulliken charge in e.
Geometry (Å):
1 C -1.491 -0.075 0.040  0.4959
2 H 0.328 -1.626 -1.489  0.2925
3 C 1.801 0.085 0.153  -0.2972
4 N -1.347 1.252 0.131  -0.3173
5 C 1.126 -1.046 0.461  -0.4341
6 C 0.317 -0.821 -0.720  0.0169
7 O -2.417 -0.782 0.155  -0.4797
8 H 0.942 -1.710 1.272  0.3723
9 O 1.053 0.327 -1.008  -0.4489
10 H 2.211 0.912 0.655  0.3431
11 H -2.096 1.897 0.476  0.2394
12 H -0.429 1.587 -0.125  0.2172

***

--- S ---
# C4H5NO2

One molecule with the formula C4H5NO2 (ωB97M-V/def2-TZVPD, the Open Molecules 2025 dataset).

Properties
HOMO energy: -9.95 eV

Last column: Mulliken charge in e.
Geometry (Å):
1 N 1.560 -0.077 0.722  -0.4819
2 H -1.879 -1.324 -0.207  0.3215
3 H 0.017 1.239 1.339  0.2920
4 H 1.902 -1.948 -0.169  0.3818
5 C -1.642 -0.282 0.093  -0.0721
6 C -0.388 0.269 -0.578  0.2855
7 O -2.269 0.312 0.931  -0.4637
8 H -0.645 0.883 -1.447  0.3427
9 H 1.041 1.856 0.031  0.2823
10 C 0.557 0.956 0.430  -0.5344
11 C 1.367 -1.002 -0.118  0.0509
12 O 0.365 -0.870 -1.033  -0.4048

***

Most stable: S (next structure +22.1 kcal/mol)

***

--- P ---
# C4H5NO2

One molecule with the formula C4H5NO2 (ωB97M-V/def2-TZVPD, the Open Molecules 2025 dataset).

Properties
HOMO energy (spin up / spin down): -8.53 / -7.98 eV

Last column: Mulliken charge in e.
Geometry (Å):
1 H 0.958 2.235 0.933  0.3527
2 N 0.187 0.461 0.262  0.0365
3 C -0.972 -1.628 -0.477  -0.0882
4 H -1.807 -1.006 -0.837  0.2440
5 H 0.576 1.586 -1.442  0.3693
6 C -0.130 0.888 -1.013  -0.7427
7 C 0.961 1.162 1.060  -0.4890
8 O 0.639 -1.551 1.319  -0.4806
9 O -0.869 -2.798 -0.741  -0.4057
10 C 0.011 -0.963 0.485  0.7161
11 H -1.172 0.958 -1.303  0.2080
12 H 1.617 0.657 1.755  0.2795

***

--- Q ---
# C4H5NO2

C4H5NO2 as an isolated structure (ωB97M-V/def2-TZVPD, the Open Molecules 2025 dataset).

Properties
HOMO energy: -10.19 eV

Last column: Mulliken charge in e.
Geometry (Å):
1 H -1.557 -0.810 -1.438  0.2778
2 H -0.437 -1.838 -0.378  0.2397
3 H -1.593 0.931 2.134  0.3305
4 C 1.649 -0.172 -0.258  0.0988
5 O 0.171 1.530 1.140  -0.5584
6 C 0.319 0.069 -0.896  -0.1138
7 C -0.697 -0.861 -0.777  -0.4412
8 O 1.911 -1.203 0.317  -0.4730
9 H 2.378 0.647 -0.362  0.3521
10 C -0.848 0.844 1.285  0.3170
11 N -1.491 -0.112 0.717  -0.4059
12 H 0.194 0.973 -1.485  0.3762

***

--- R ---
# C4H5NO2

C4H5NO2 as an isolated structure (ωB97M-V/def2-TZVPD, the Open Molecules 2025 dataset).

Properties
HOMO energy: -9.39 eV

Last column: Mulliken charge in e.
Geometry (Å):
1 O 1.201 0.471 1.384  -0.3530
2 H -1.779 0.054 -1.520  0.2502
3 C 0.966 -0.600 -0.748  -0.6741
4 C 0.713 -0.680 0.698  -0.0425
5 H 0.447 -1.574 1.243  0.3499
6 N -1.614 -0.075 -0.528  -0.6280
7 O -0.324 2.184 1.200  -0.5461
8 C -0.252 0.105 -0.181  0.3248
9 H 1.774 -0.018 -1.182  0.2545
10 H -2.178 0.608 -0.028  0.2867
11 H 0.894 -1.631 -1.060  0.2877
12 C 0.182 1.187 0.784  0.4898

***

--- S ---
# C4H5NO2

One molecule with the formula C4H5NO2 (ωB97M-V/def2-TZVPD, the Open Molecules 2025 dataset).

Properties
HOMO energy: -10.03 eV

Last column: Mulliken charge in e.
Geometry (Å):
1 C -0.296 0.992 -1.148  -0.0294
2 H -1.532 -0.874 0.381  0.3137
3 H 2.090 -1.885 0.161  0.2758
4 N 1.194 -0.113 0.519  -0.4303
5 O -1.649 0.315 2.020  -0.4507
6 C 0.008 0.732 0.319  0.1897
7 H 0.461 -1.641 -0.721  0.2431
8 H 0.169 1.669 0.857  0.2999
9 C -1.173 0.002 0.961  -0.0444
10 O -0.690 0.121 -1.890  -0.4569
11 C 1.226 -1.251 -0.042  -0.2559
12 H -0.140 2.025 -1.515  0.3453

***

Most stable: S (next structure +1.6 kcal/mol)

***

--- P ---
# C4H5NO2

One molecule with the formula C4H5NO2 (ωB97M-V/def2-TZVPD, the Open Molecules 2025 dataset).

Properties
HOMO energy: -8.52 eV

Last column: Mulliken charge in e.
Geometry (Å):
1 N -1.578 0.812 0.054  -0.5605
2 C 0.952 1.220 -0.029  -0.4613
3 H 2.935 0.581 0.128  0.4493
4 C 1.958 0.398 -0.091  -0.3986
5 O -2.311 -0.360 -0.030  -0.4065
6 H 0.017 -1.559 0.916  0.3073
7 H 1.027 2.295 -0.057  0.3874
8 H -3.359 -0.171 -0.323  0.3439
9 H -0.308 -1.665 -0.742  0.3281
10 O 1.612 -1.003 -0.015  -0.4023
11 C 0.125 -1.054 0.022  -0.3829
12 C -0.314 0.392 0.108  0.7961

***

--- Q ---
# C4H5NO2

One molecule with the formula C4H5NO2 (ωB97M-V/def2-TZVPD, the Open Molecules 2025 dataset).

Properties
HOMO energy: -8.63 eV

Last column: Mulliken charge in e.
Geometry (Å):
1 C 0.206 1.318 0.116  -0.2912
2 N 0.801 -0.775 0.165  -0.0367
3 O 1.425 1.240 0.761  -0.3258
4 H 0.739 -1.779 0.124  0.2109
5 C -0.206 0.101 -0.241  0.4595
6 H -1.506 -0.729 -1.773  0.2773
7 H -1.904 -1.152 -0.094  0.3143
8 O 2.734 -0.519 1.455  -0.5712
9 C -1.527 -0.355 -0.745  -1.0884
10 H -2.230 0.479 -0.690  0.2897
11 H -0.301 2.269 0.049  0.3812
12 C 1.770 -0.097 0.871  0.3804

***

--- R ---
# C4H5NO2

C4H5NO2 as an isolated structure (ωB97M-V/def2-TZVPD, the Open Molecules 2025 dataset).

Properties
HOMO energy (spin up / spin down): -10.03 / -10.03 eV

Last column: Mulliken charge in e.
Geometry (Å):
1 C -0.837 0.989 0.190  -0.7310
2 H 1.393 -0.466 -1.761  0.4199
3 C -0.915 -0.649 0.311  0.1973
4 H -1.746 -1.243 0.704  0.4077
5 H 1.447 1.305 0.485  0.3637
6 C 0.969 -0.538 -0.755  0.0301
7 C 0.649 0.642 0.154  -0.0450
8 H -1.363 1.186 -0.732  0.3174
9 O 1.585 -1.322 0.154  -0.4966
10 N 0.214 -0.357 1.153  -0.3417
11 H -1.107 1.662 1.014  0.2990
12 O -0.439 -1.046 -0.921  -0.4209

***

Most stable: Q (next structure +88.9 kcal/mol)

***

--- P ---
# C4H5NO2

One molecule with the formula C4H5NO2 (ωB97M-V/def2-TZVPD, the Open Molecules 2025 dataset).

Properties
HOMO energy: -8.64 eV

Last column: Mulliken charge in e.
Geometry (Å):
1 H 0.937 -2.256 -0.576  0.2761
2 O 2.528 0.045 0.001  -0.6744
3 H -1.382 2.167 -0.146  0.3358
4 H 1.244 1.914 0.337  0.3365
5 O -0.984 -1.100 -0.200  -0.3376
6 C 0.476 -1.264 -0.022  -0.0827
7 H 0.592 -1.536 1.012  0.2192
8 N 0.545 1.070 -0.267  -0.3048
9 C -1.586 0.026 0.114  -0.1296
10 H -2.705 -0.145 -0.112  0.2870
11 C 1.230 -0.085 -0.141  0.3426
12 C -0.896 1.164 0.000  -0.2681

***

--- Q ---
# C4H5NO2

A 2-piece molecular cluster, C4H5NO2 overall (ωB97M-V/def2-TZVPD, the Open Molecules 2025 dataset).

Properties
HOMO energy: -10.00 eV

Last column: Mulliken charge in e.
Geometry (Å):
1 H -0.399 1.249 -1.934  0.3512
2 O -2.548 0.597 0.934  -0.4533
3 C -0.257 0.997 0.224  -0.2760
4 C 1.955 -1.583 0.244  0.1766
5 C -0.143 0.519 -1.151  -0.0296
6 O 0.215 -0.606 -1.417  -0.4971
7 H 0.512 0.718 0.937  0.2309
8 H -1.362 -0.962 0.659  0.3824
9 N 1.985 -0.945 1.218  -0.4735
10 C -1.498 0.122 0.588  0.0103
11 H 2.015 -2.159 -0.630  0.2974
12 H -0.477 2.053 0.328  0.2807

***

Most stable: Q (next structure +24.5 kcal/mol)